<a>
Here is one molecule with the formula C4H3N3 from the Open Molecules 2025 dataset. Energies are from wB97M-V/def2-TZVPD.

```
10
Properties=species:S:1:pos:R:3:mulliken_charge:R:1
N 3.342 -0.059 -0.008 -0.510
C 2.151 -0.413 -0.069 0.248
C 0.765 -0.365 0.073 0.523
C 0.111 0.844 0.006 -0.264
N -1.214 0.576 0.019 -0.028
C -1.278 -0.803 -0.035 -0.136
N -0.092 -1.333 0.113 -0.601
H 0.452 1.949 0.292 0.281
H -2.021 1.030 -0.191 0.157
H -2.215 -1.426 -0.199 0.332
```

## Properties
**2S+1**: 1
**Net charge**: 0
**HOMO-LUMO gap**: 0.3612 hartree
**LUMO level**: 0.527 eV
**SMILES**: N#Cc1c[nH]cn1

=====

<b>
Here is one molecule with the formula C4H3N3 from the Open Molecules 2025 dataset. Energies are from wB97M-V/def2-TZVPD.

```
10
Properties=species:S:1:pos:R:3:mulliken_charge:R:1
N -1.231 2.879 1.064 -0.366
C -0.729 1.924 0.648 0.216
C -0.144 0.695 0.180 0.407
N 0.754 0.581 -0.712 -0.468
C 0.923 -0.870 -0.821 -0.184
C 0.142 -1.585 0.238 -0.376
N -0.553 -0.554 0.723 -0.036
H 1.936 -1.174 -1.087 0.370
H 0.267 -1.220 -1.641 0.241
H -1.322 -0.648 1.373 0.194
```

## Properties
**2S+1**: 1
**Net charge**: 0
**HOMO-LUMO gap**: 0.3429 hartree
**LUMO level**: -0.271 eV

=====

<c>
Here is one molecule with the formula C4H3N3 from the Open Molecules 2025 dataset. Energies are from wB97M-V/def2-TZVPD.

```
10
Properties=species:S:1:pos:R:3:mulliken_charge:R:1
N -3.013 1.064 -0.255 -0.433
C -2.068 0.392 0.003 0.121
C -0.685 -0.152 0.192 0.204
C -0.610 -1.469 -0.071 0.269
N -0.009 -2.416 -0.711 -0.559
C 0.388 0.742 0.201 -0.088
N 1.554 0.214 0.141 -0.342
H 0.275 1.825 0.449 0.376
H 1.646 -0.730 -0.274 0.210
H 2.521 0.529 0.325 0.242
```

## Properties
**2S+1**: 1
**Net charge**: 0
**HOMO-LUMO gap**: 0.3241 hartree
**LUMO level**: -0.255 eV
**SMILES**: N#CC(C#N)=CN

=====

<d>
Here is one molecule with the formula C4H3N3 from the Open Molecules 2025 dataset. Energies are from wB97M-V/def2-TZVPD.

```
10
Properties=species:S:1:pos:R:3:mulliken_charge:R:1
C 0.017 -0.867 -0.105 -0.261
C 1.239 -0.320 0.022 -0.555
C -0.946 0.256 -0.163 0.671
C -0.110 1.504 -0.031 -1.083
N -2.152 -0.116 -0.095 0.588
N -3.122 -0.698 0.084 -0.620
N 1.162 1.029 0.009 0.151
H -0.149 -1.883 -0.087 0.436
H 2.260 -0.677 0.173 0.399
H 1.801 1.771 0.192 0.274
```

## Properties
**2S+1**: 1
**Net charge**: 0
**HOMO-LUMO gap**: 0.3099 hartree
**LUMO level**: -0.014 eV

=====

Result of the stability comparison: <d> is the least stable of them.

=====

<a>
Here is a 2-piece molecular cluster, C5H14NS overall from the Open Molecules 2025 dataset. Energies are from wB97M-V/def2-TZVPD.

```
21
Properties=species:S:1:pos:R:3:mulliken_charge:R:1
C 1.900 -0.305 -2.597 -1.018
C 0.578 -0.443 -1.914 0.125
C -0.295 0.560 -1.786 -1.030
H 1.986 -0.977 -3.456 0.326
H 1.986 0.709 -2.994 0.313
H 2.744 -0.555 -1.952 0.275
H 0.327 -1.412 -1.485 0.347
H -1.243 0.448 -1.264 0.426
H -0.190 1.503 -2.308 0.274
C -0.342 0.376 2.186 -0.703
C -1.315 -0.612 1.585 -0.487
S -2.275 -1.410 2.950 -0.146
N 0.474 1.019 1.067 -0.235
H 0.368 -0.049 2.892 0.390
H -0.891 1.203 2.629 0.370
H -0.859 -1.382 0.965 0.319
H -2.037 -0.040 0.997 0.320
H -2.938 -2.250 2.123 0.172
H 1.296 1.469 1.474 0.376
H -0.047 1.754 0.586 0.425
H 0.773 0.395 0.303 0.161
```

## Properties
**2S+1**: 1
**Net charge**: +1
**HOMO-LUMO gap**: 0.3446 hartree
**LUMO level**: -3.474 eV

=====

<b>
Here is C5H14NS as an isolated structure from the Open Molecules 2025 dataset. Energies are from wB97M-V/def2-TZVPD.

```
21
Properties=species:S:1:pos:R:3:mulliken_charge:R:1
C -0.318 1.855 -0.036 -1.118
C -2.564 -1.416 -0.287 -0.860
C 2.089 0.242 -1.089 -0.898
C 1.283 -0.801 1.354 -0.906
C -0.851 0.229 -0.521 -0.251
N -1.863 -0.241 0.197 -0.184
S 0.885 -0.929 -0.411 0.236
H -1.106 2.443 -0.497 0.406
H -0.494 1.849 1.036 0.399
H -3.470 -1.563 0.294 0.346
H -2.838 -1.270 -1.331 0.309
H -1.942 -2.313 -0.214 0.320
H 2.997 -0.301 -1.330 0.387
H 2.293 1.016 -0.357 0.286
H 1.673 0.676 -1.993 0.390
H 2.319 -1.094 1.487 0.389
H 0.644 -1.488 1.899 0.340
H 1.131 0.220 1.693 0.344
H 0.747 2.761 -0.121 0.252
H -0.988 0.181 -1.597 0.508
H -1.863 -0.115 1.200 0.303
```

## Properties
**2S+1**: 1
**Net charge**: +1
**HOMO-LUMO gap**: 0.3905 hartree
**LUMO level**: -2.804 eV

=====

Result of the stability comparison: <b> is the least stable of them.

=====

<a>
Here is a 2-piece molecular cluster, C5H14NS overall from the Open Molecules 2025 dataset. Energies are from wB97M-V/def2-TZVPD.

```
21
Properties=species:S:1:pos:R:3:mulliken_charge:R:1
C 0.273 -0.658 -1.649 -0.927
C 2.083 -0.941 -0.080 -0.885
C -0.195 -1.203 0.648 -0.740
C 0.616 0.968 0.070 -0.789
C -1.945 2.124 0.760 -0.541
N 0.696 -0.446 -0.253 0.053
S -3.242 1.132 0.337 -0.109
H 0.969 -0.167 -2.326 0.399
H 0.248 -1.722 -1.881 0.381
H -0.717 -0.234 -1.800 0.357
H 2.384 -0.831 0.961 0.387
H 2.152 -1.991 -0.361 0.378
H 2.762 -0.360 -0.700 0.383
H 0.046 -0.971 1.684 0.389
H -1.229 -0.924 0.454 0.199
H -0.080 -2.274 0.487 0.381
H 1.010 1.214 1.041 0.406
H 0.888 1.630 -0.730 0.398
H -1.624 2.229 1.776 0.361
H -1.610 2.820 0.017 0.338
H -3.484 0.605 1.545 0.182
```

## Properties
**2S+1**: 1
**Net charge**: +1
**HOMO-LUMO gap (alpha / beta)**: 0.3485 / 0.2415 hartree
**LUMO level (alpha / beta)**: -3.505 / -4.501 eV

=====

<b>
Here is an isolated ion of composition C5H14NS and charge +1 from the Open Molecules 2025 dataset. Energies are from wB97M-V/def2-TZVPD.

```
21
Properties=species:S:1:pos:R:3:mulliken_charge:R:1
C 2.672 -0.367 2.266 -0.953
S 1.268 0.583 1.532 -0.056
C 0.165 -0.824 1.064 -0.907
C -1.079 -0.205 0.420 -0.964
C -0.725 0.553 -0.830 0.303
C 0.057 -0.099 -1.975 -1.283
N -2.127 1.001 -1.423 -0.248
H 3.243 0.432 2.757 0.356
H 2.435 -0.853 3.204 0.339
H 3.251 -0.908 1.536 0.308
H 0.783 -1.395 0.382 0.350
H 0.010 -1.262 2.042 0.446
H -1.719 -1.069 0.178 0.426
H -1.612 0.492 1.074 0.407
H -0.142 1.454 -0.628 0.316
H 0.383 0.644 -2.704 0.398
H 0.890 -0.631 -1.528 0.305
H -0.620 -0.743 -2.557 0.402
H -2.147 0.463 -2.282 0.340
H -2.049 1.975 -1.705 0.363
H -2.937 0.757 -0.823 0.352
```

## Properties
**2S+1**: 1
**Net charge**: +1
**HOMO-LUMO gap**: 0.3098 hartree
**LUMO level**: -3.487 eV
**SMILES**: CSCC[C@@H](C)[NH3+]

=====

Result of the stability comparison: <a> is the least stable of them.

=====

<a>
Here is an isolated ion of composition C5H12N4 and charge +2 from the Open Molecules 2025 dataset. Energies are from wB97M-V/def2-TZVPD.

```
21
Properties=species:S:1:pos:R:3:mulliken_charge:R:1
C -2.796 0.167 0.712 0.104
N -1.737 0.152 0.050 0.147
C -0.641 1.018 0.118 -0.870
C 0.443 0.109 0.788 -0.027
N 1.769 0.318 0.612 -0.306
N 2.174 1.067 -0.475 -0.513
N 0.192 -1.110 -0.117 0.191
C 1.222 -1.723 -0.475 -0.221
C -1.108 -1.133 -0.657 -0.562
H -3.656 -0.531 0.765 0.277
H -3.169 1.139 1.135 0.255
H -0.951 1.887 0.813 0.402
H -0.235 1.250 -0.833 0.419
H 0.173 -0.044 1.805 0.406
H 2.213 0.641 1.590 0.350
H 2.891 0.614 -1.059 0.234
H 2.323 2.084 -0.421 0.238
H 2.180 -1.605 0.073 0.350
H 1.119 -2.526 -1.170 0.355
H -1.912 -1.947 -0.385 0.314
H -1.013 -0.932 -1.625 0.461
```

## Properties
**2S+1**: 1
**Net charge**: +2
**HOMO-LUMO gap**: 0.3248 hartree
**LUMO level**: -8.878 eV
**SMILES**: C=[N+]1C[C@H](NN)[N+](=C)C1

=====

<b>
Here is C5H12N4 as an isolated structure from the Open Molecules 2025 dataset. Energies are from wB97M-V/def2-TZVPD.

```
21
Properties=species:S:1:pos:R:3:mulliken_charge:R:1
C 9.287 -0.364 0.847 -0.676
C 9.251 -1.308 -0.225 0.159
C 9.126 0.943 0.534 0.499
C -7.608 -0.599 1.604 -0.941
C -8.172 -0.629 0.273 -0.129
N 8.882 2.021 0.111 -0.189
N -8.708 1.590 -1.313 0.005
N 8.763 -0.942 -1.344 -0.309
N -9.064 0.933 -0.373 -0.211
H 9.275 -0.607 1.900 0.376
H 9.525 -2.347 0.009 0.373
H -7.672 -1.525 2.077 0.341
H -6.476 -0.227 1.596 0.271
H -8.182 -0.018 2.304 0.356
H -9.184 -1.158 0.046 0.285
H -7.563 -0.748 -0.581 0.383
H 8.444 2.877 -0.031 0.299
H -8.058 1.203 -2.055 0.306
H -9.395 2.334 -1.676 0.335
H 9.005 -1.448 -2.133 0.270
H 8.522 0.021 -1.570 0.199
```

## Properties
**2S+1**: 1
**Net charge**: +2
**HOMO-LUMO gap**: 0.3180 hartree
**LUMO level**: -6.442 eV

=====

Result of the stability comparison: <a> is the least stable of them.

=====

<a>
Here is a 3-piece molecular cluster, C3H12N2O3 overall from the Open Molecules 2025 dataset. Energies are from wB97M-V/def2-TZVPD.

```
20
Properties=species:S:1:pos:R:3:mulliken_charge:R:1
C 0.031 2.678 -0.139 -0.793
N -0.482 1.397 -0.554 -0.189
C 0.294 0.261 -0.417 0.548
O 1.505 0.345 -0.289 -0.656
C -0.362 -1.047 -0.712 -0.432
N -1.786 -1.058 -0.394 -0.638
H 0.145 2.772 0.947 0.257
H 1.004 2.874 -0.555 0.281
H -0.624 3.513 -0.466 0.326
H -1.463 1.156 -0.528 0.297
H 0.213 -1.768 -0.113 0.224
H -0.129 -1.383 -1.723 0.410
H -2.293 -1.573 -1.096 0.212
H -2.009 -1.386 0.533 0.204
O -0.781 -0.176 2.975 -0.644
H -0.436 0.614 2.538 0.302
H 0.033 -0.609 3.262 0.326
O 2.097 -2.433 -1.302 -0.621
H 3.020 -2.223 -1.493 0.319
H 2.022 -1.956 -0.473 0.265
```

## Properties
**2S+1**: 1
**Net charge**: 0
**HOMO-LUMO gap**: 0.3715 hartree
**LUMO level**: 0.653 eV
**SMILES**: CNC(=O)CN.O.O

=====

<b>
Here is a 3-piece molecular cluster, C3H12N2O3 overall from the Open Molecules 2025 dataset. Energies are from wB97M-V/def2-TZVPD.

```
20
Properties=species:S:1:pos:R:3:mulliken_charge:R:1
N -2.237 -0.124 -0.917 -0.500
C -0.894 0.340 -1.205 -0.464
N -0.428 1.085 -0.059 -0.352
C 0.981 1.381 -0.145 -0.260
C 1.710 1.504 1.161 -0.180
O 2.734 0.948 1.467 -0.461
H -2.665 -0.584 -1.711 0.200
H -2.801 0.656 -0.606 0.229
H -0.803 0.951 -2.110 0.351
H -0.273 -0.544 -1.364 0.289
H -0.656 0.544 0.769 0.284
H 1.527 0.618 -0.702 0.246
H 1.187 2.410 -0.472 0.278
H 1.298 2.209 1.912 0.402
O 1.516 -1.635 0.181 -0.582
H 2.435 -1.529 -0.098 0.282
H 1.561 -1.966 1.085 0.307
O -1.616 -2.271 1.222 -0.690
H -0.868 -2.623 0.725 0.322
H -1.708 -1.371 0.868 0.299
```

## Properties
**2S+1**: 1
**Net charge**: 0
**HOMO-LUMO gap**: 0.3682 hartree
**LUMO level**: 0.688 eV
**SMILES**: NCNCC=O.O.O

=====

<c>
Here is a 3-piece molecular cluster, C3H12N2O3 overall from the Open Molecules 2025 dataset. Energies are from wB97M-V/def2-TZVPD.

```
20
Properties=species:S:1:pos:R:3:mulliken_charge:R:1
N 0.973 -2.267 0.039 -0.427
C 1.516 -0.988 -0.340 -0.620
N 1.044 0.156 0.504 -0.384
C 0.103 -0.139 1.566 -0.397
C -0.906 0.941 1.814 -0.012
O -1.356 1.649 0.937 -0.584
H 1.587 -2.898 0.517 0.177
H 0.404 -2.720 -0.660 0.204
H 1.256 -0.797 -1.378 0.404
H 2.588 -1.023 -0.165 0.338
H 0.603 0.852 -0.091 0.218
H -0.557 -0.998 1.344 0.319
H 0.598 -0.414 2.501 0.386
H -1.262 1.090 2.845 0.365
O -0.846 2.342 -1.622 -0.670
H -0.428 3.195 -1.752 0.279
H -0.828 2.104 -0.671 0.389
O -1.641 -0.345 -1.995 -0.674
H -1.701 0.596 -2.222 0.390
H -1.148 -0.336 -1.170 0.300
```

## Properties
**2S+1**: 1
**Net charge**: 0
**HOMO-LUMO gap**: 0.3705 hartree
**LUMO level**: 0.759 eV
**SMILES**: NCNCC=O.O.O

=====

Result of the stability comparison: <b> is the least stable of them.

=====

<a>
Here is a 2-piece molecular cluster, C2H7N3 overall from the Open Molecules 2025 dataset. Energies are from wB97M-V/def2-TZVPD.

```
12
Properties=species:S:1:pos:R:3:mulliken_charge:R:1
C -1.132 -1.607 -0.808 -0.312
N -0.882 -0.366 -0.909 -0.347
N -0.928 0.410 0.202 -0.326
H -1.299 -2.120 0.143 0.237
H -1.082 -2.198 -1.705 0.277
H -1.168 1.371 0.009 0.251
H -1.337 0.010 1.047 0.219
C 1.459 0.539 0.488 -0.165
N 1.614 1.750 0.777 -0.593
H 1.416 -0.188 1.293 0.295
H 1.416 0.061 -0.540 0.232
H 1.923 2.339 0.003 0.232
```

## Properties
**2S+1**: 1
**Net charge**: 0
**HOMO-LUMO gap**: 0.3652 hartree
**LUMO level**: 1.067 eV
**SMILES**: C=NN.C=N

=====

<b>
Here is one molecule with the formula C2H7N3 from the Open Molecules 2025 dataset. Energies are from wB97M-V/def2-TZVPD.

```
12
Properties=species:S:1:pos:R:3:mulliken_charge:R:1
H -0.790 -1.501 1.954 0.200
N -0.701 -1.072 0.956 -0.690
C -0.116 0.084 0.657 0.473
N 0.442 0.839 1.723 -0.474
N 0.063 0.511 -0.668 -0.288
C -0.043 -0.460 -1.784 -0.748
H 0.624 1.773 1.501 0.207
H -0.004 0.788 2.623 0.242
H 0.926 1.082 -0.764 0.262
H 0.682 -0.194 -2.573 0.305
H 0.026 -1.478 -1.470 0.290
H -1.108 -0.373 -2.154 0.221
```

## Properties
**2S+1**: 1
**Net charge**: 0
**HOMO-LUMO gap**: 0.3540 hartree
**LUMO level**: 0.958 eV
**SMILES**: [H]/N=C(\N)NC

=====

<c>
Here is a 2-piece molecular cluster, C2H7N3 overall from the Open Molecules 2025 dataset. Energies are from wB97M-V/def2-TZVPD.

```
12
Properties=species:S:1:pos:R:3:mulliken_charge:R:1
C 0.058 -1.486 0.120 -0.864
N -0.282 0.534 -0.649 0.063
N -1.486 1.064 -0.134 -0.582
C 1.580 0.159 0.457 -0.167
N 0.941 1.070 -0.135 -0.538
H -0.291 0.665 -1.661 0.284
H -1.538 0.793 0.844 0.245
H -1.466 2.082 -0.170 0.274
H 2.584 0.443 0.800 0.264
H 0.860 -2.127 -0.215 0.364
H -0.849 -1.669 -0.444 0.315
H -0.111 -1.528 1.187 0.343
```

## Properties
**2S+1**: 1
**Net charge**: 0
**HOMO-LUMO gap**: 0.3244 hartree
**LUMO level**: 0.683 eV

=====

Result of the stability comparison: <c> is the least stable of them.